Entry 1:
The following is a quantum chemistry calculation of a structure of composition CH5P3, from the OMol25 dataset.

Element x y z (Å)
C1 -0.9611 1.2261 0.0773
P1 2.5170 0.8686 -1.0741
P2 0.9419 -0.4235 -2.0132
P3 0.5560 1.1219 -0.6284
H1 -1.7682 0.7538 -0.4533
H2 -1.1539 2.0437 0.7521
H3 0.9786 -1.5814 1.2486
H4 1.4314 -1.4730 1.8822
H5 0.7046 0.3471 -3.1593

Properties
Gap between HOMO and LUMO ... 7.700 eV
Lowest unoccupied orbital energy ... -0.309 eV
Calculated total energy ... -28980.6094 eV

Here are the Löwdin charges for atoms 1 to 8, given in e: atom 1 (C): -0.355, atom 2 (P): 0.195, atom 3 (P): 0.241, atom 4 (P): 0.146, atom 5 (H): -0.016, atom 6 (H): -0.024, atom 7 (H): -0.005, atom 8 (H): 0.019

Entry 2:
The following is a quantum chemistry calculation of the molecule C17H20F2N2O5, from the OMol25 dataset.

Element x y z (Å)
O1 -4.1368 -0.2081 1.5412
C1 -3.4179 -0.9954 0.9576
C2 -2.3552 -1.8285 1.6995
O2 -1.0249 -1.4196 1.3922
C3 -0.4657 -1.8802 0.2668
O3 -1.0413 -2.6201 -0.5015
C4 0.9227 -1.4151 0.0828
C5 1.5926 -0.6831 1.0559
C6 2.8818 -0.2357 0.8312
C7 3.5011 -0.5196 -0.3787
O4 4.7889 -0.1158 -0.6932
C8 5.3421 0.9004 -0.0031
F1 5.8486 0.4957 1.1924
F2 6.3871 1.3560 -0.7063
C9 2.8451 -1.2674 -1.3517
C10 1.5631 -1.7125 -1.1191
N1 -3.4754 -1.2627 -0.3507
C11 -4.3344 -0.5697 -1.2823
C12 -3.5284 0.2628 -2.2863
C13 -3.3159 1.7152 -1.8513
N2 -2.6638 1.8627 -0.5703
C14 -3.2598 2.6291 0.5065
C15 -2.0698 2.9576 1.4108
C16 -1.1109 1.7994 1.1492
C17 -1.4643 1.3427 -0.2580
O5 -0.7906 0.6252 -0.9747
H1 -2.4837 -2.8875 1.4491
H2 -2.4708 -1.6727 2.7736
H3 1.1058 -0.4665 1.9931
H4 3.3963 0.3120 1.6059
H5 4.6582 1.7471 0.2019
H6 3.3579 -1.4778 -2.2760
H7 1.0300 -2.2821 -1.8636
H8 -2.7859 -1.8967 -0.7438
H9 -4.9261 -1.3197 -1.8171
H10 -5.0102 0.0593 -0.6982
H11 -4.0466 0.2807 -3.2458
H12 -2.5536 -0.2052 -2.4318
H13 -4.2805 2.2236 -1.7860
H14 -2.7089 2.2154 -2.6172
H15 -3.9963 2.0139 1.0367
H16 -3.7508 3.5232 0.1149
H17 -1.6134 3.9004 1.1047
H18 -2.3623 3.0354 2.4554
H19 -1.2943 0.9682 1.8309
H20 -0.0585 2.0701 1.2135

Properties
Gap between HOMO and LUMO ... 9.636 eV
Lowest unoccupied orbital energy ... 0.490 eV
SMILES string ... O=C(COC(=O)c1ccc(OC(F)F)cc1)NCCCN1CCCC1=O
Calculated total energy ... -36608.1151 eV

Here are the Löwdin charges for atoms 1 to 8, given in e: atom 1 (O): 0.052, atom 2 (C): -0.467, atom 3 (C): -0.045, atom 4 (O): 0.001, atom 5 (C): -0.446, atom 6 (O): 0.095, atom 7 (C): -0.140, atom 8 (C): 0.001

Entry 3:
The following is a quantum chemistry calculation of a structure of composition C16H31FeNP2Se, from the OMol25 dataset.

Element x y z (Å)
P1 0.0522 -1.3672 -2.0597
P2 0.1137 1.6525 -1.9388
C1 -0.2485 -0.4906 -3.6748
C2 0.3293 0.9044 -3.6429
H1 -1.3255 -0.4715 -3.8553
H2 0.1874 -1.0926 -4.4796
H3 1.3949 0.9002 -3.8883
H4 -0.1466 1.5601 -4.3822
C3 -1.4871 2.4212 -2.4515
H5 -1.7860 3.1977 -1.7448
H6 -2.2729 1.6657 -2.5074
H7 -1.3654 2.8774 -3.4355
C4 1.1572 3.0884 -2.4847
H8 0.7507 3.4884 -3.4227
H9 2.1877 2.7593 -2.6640
H10 1.1670 3.8780 -1.7269
C5 -0.9940 -2.7736 -2.6257
H11 -0.9328 -3.6120 -1.9246
H12 -0.6354 -3.0850 -3.6164
H13 -2.0385 -2.4477 -2.7093
C6 1.6520 -2.0320 -2.6817
H14 2.4071 -1.2460 -2.7337
H15 1.4866 -2.4296 -3.6827
H16 2.0151 -2.8381 -2.0439
Fe1 0.1123 -0.4561 3.4449
C7 0.6978 1.4029 2.3780
C8 -0.6891 1.3744 2.3081
C9 -1.5242 0.8553 1.2016
C10 -1.9018 -0.6662 1.2953
C11 -0.8364 -1.5683 1.8387
C12 0.5535 -1.4735 1.6259
C13 1.2249 -0.4806 0.7285
C14 1.6805 0.8426 1.3950
C15 0.2687 -2.0632 4.5723
H17 1.1299 2.1384 3.0689
H18 -1.2474 2.0134 3.0058
H19 -1.0421 1.0592 0.2316
H20 -2.4784 1.4035 1.2142
H21 -2.7911 -0.7531 1.9506
H22 -2.2117 -1.0300 0.3012
H23 -1.2311 -2.5002 2.2678
H24 1.1891 -2.3118 1.9471
H25 0.5193 -0.2491 -0.0935
H26 2.1039 -0.9622 0.2714
H27 2.6247 0.6609 1.9402
H28 1.9022 1.5959 0.6232
H29 1.1501 -1.8431 5.2011
H30 0.3335 -3.0270 4.0448
H31 -0.6562 -1.9620 5.1811
Se1 -0.2650 1.9330 7.4961
C16 -0.1869 1.0733 5.9851
N1 -0.0971 0.4863 4.9521

Properties
Gap between HOMO and LUMO (spin up / spin down) ... 6.043 / 6.767 eV
Lowest unoccupied orbital energy (spin up / spin down) ... -0.138 / -0.747 eV
2S+1 ... 5
Calculated total energy ... -136891.1796 eV

Here are the Löwdin charges for atoms 1 to 8, given in e: atom 1 (P): 0.871, atom 2 (P): 0.881, atom 3 (C): -0.453, atom 4 (C): -0.447, atom 5 (H): 0.075, atom 6 (H): 0.072, atom 7 (H): 0.074, atom 8 (H): 0.073

Entry 4:
The following is a quantum chemistry calculation of a structure of composition C7H21N3P, from the OMol25 dataset.

Element x y z (Å)
C1 1.4466 2.5121 0.5310
C2 0.6206 1.9118 -1.6112
C3 0.0905 -2.5838 -0.1303
C4 2.1154 -1.5509 -1.1903
C5 -2.2431 0.8518 0.7309
C6 -2.3826 -0.9310 -0.8296
C7 0.5013 -0.2204 2.6299
N1 0.8214 1.4560 -0.2030
N2 0.7329 -1.3334 -0.6851
N3 -1.4486 0.0888 -0.2523
P1 0.1936 -0.0331 0.2196
H1 1.2710 2.1645 1.6037
H2 2.5291 2.7521 0.4925
H3 0.9728 3.4847 0.2691
H4 0.1293 2.9611 -1.5499
H5 1.5721 2.0738 -2.2375
H6 -0.1410 1.2961 -2.1224
H7 0.7511 -2.9107 0.6132
H8 -1.0070 -2.5125 0.3358
H9 0.0302 -3.2511 -1.0260
H10 2.5439 -2.5183 -0.7355
H11 1.9759 -1.5783 -2.3569
H12 2.7128 -0.7471 -0.9621
H13 -2.8116 1.4245 -0.0232
H14 -2.8933 0.1064 1.2946
H15 -1.8263 1.5379 1.5050
H16 -1.7093 -1.3715 -1.5244
H17 -2.8180 -1.6748 -0.1439
H18 -3.2724 -0.4125 -1.3315
H19 -0.3471 -0.9134 2.9157
H20 0.4448 0.7756 3.1157
H21 1.4453 -0.8545 2.6583

Properties
Net charge ... +1
Gap between HOMO and LUMO ... 9.476 eV
Lowest unoccupied orbital energy ... -3.386 eV
Calculated total energy ... -21349.2717 eV

Here are the Löwdin charges for atoms 1 to 8, given in e: atom 1 (C): -0.128, atom 2 (C): -0.105, atom 3 (C): -0.108, atom 4 (C): -0.069, atom 5 (C): -0.132, atom 6 (C): -0.102, atom 7 (C): -0.007, atom 8 (N): -0.359

Entry 5:
The following is a quantum chemistry calculation of a cluster of 14 separate species, C30H93N21O14 in total, from the OMol25 dataset.

Element x y z (Å)
C1 1.5208 -3.6528 -5.0702
C2 2.6992 -3.9426 -4.0527
O1 3.4037 -2.8428 -3.7874
H1 0.9199 -2.8236 -4.6969
H2 0.8921 -4.5403 -5.1426
H3 1.9034 -3.2333 -6.0006
H4 3.4776 -4.5455 -4.5203
H5 2.3941 -4.5108 -3.1740
H6 2.7787 -2.2464 -3.3687
C3 2.5692 -6.3639 4.5281
O2 2.3226 -6.2432 5.7166
N1 2.5741 -7.5281 3.9555
N2 2.9206 -5.4488 3.7051
H7 2.4059 -8.2993 4.5857
H8 2.7164 -7.7433 2.9790
H9 3.1411 -4.5426 4.0927
H10 3.0327 -5.5592 2.7075
C4 -3.7042 7.1821 2.6936
O3 -2.7843 7.9710 2.5886
N3 -4.0749 6.2516 1.7939
N4 -4.4261 7.0196 3.7909
H11 -3.4419 6.0638 1.0297
H12 -4.7703 5.5640 2.0468
H13 -4.1268 7.5645 4.5869
H14 -5.2138 6.4021 3.9264
C5 -2.3222 -2.4645 5.0919
O4 -3.0047 -2.4673 6.1424
N5 -2.5759 -1.7278 3.9815
N6 -1.1513 -3.0927 4.8641
H15 -1.9160 -1.7870 3.2192
H16 -3.4421 -1.2107 3.9318
H17 -0.6940 -2.9929 3.9691
H18 -0.8266 -3.7158 5.5896
C6 -0.2962 -0.0539 -8.3095
O5 0.1018 0.2278 -7.2429
N7 -1.5545 0.1126 -8.6575
N8 0.4443 -0.5297 -9.2852
H19 -2.0828 -0.5024 -9.2599
H20 -2.0826 0.3956 -7.8444
H21 1.4408 -0.5955 -9.1348
H22 -0.0816 -0.6222 -10.1426
C7 4.1349 3.2851 -5.5210
O6 4.8313 4.1684 -5.0799
N9 3.4830 2.3722 -4.8098
N10 3.6265 3.2671 -6.6862
H23 2.8930 1.7373 -5.3284
H24 3.4564 2.3684 -3.8001
H25 3.7227 4.1784 -7.1108
H26 2.8828 2.6201 -6.9062
C8 -0.6819 7.3338 -2.4439
O7 -1.5105 6.6103 -2.0901
N11 -0.8483 8.1979 -3.4122
N12 0.3219 7.6271 -1.7139
H27 -1.7593 8.2514 -3.8452
H28 -0.1146 8.8271 -3.7051
H29 0.6469 8.5427 -1.9896
H30 0.1991 7.3315 -0.7559
C9 -7.4099 2.7522 0.8595
O8 -7.5654 3.2045 -0.2010
N13 -6.2727 2.3755 1.3627
N14 -8.2822 2.4251 1.7412
H31 -6.4089 1.9478 2.2675
H32 -5.4216 2.5292 0.8411
H33 -9.2129 2.4440 1.3495
H34 -8.2510 2.2525 2.7359
C10 4.3790 4.3859 -0.3686
O9 5.1428 3.4168 -0.4083
N15 3.5534 4.4457 0.6460
N16 4.2949 5.3911 -1.1942
H35 3.1787 5.3554 0.8744
H36 3.5533 3.6257 1.2356
H37 3.4820 5.9905 -1.2017
H38 4.8173 5.3001 -2.0539
C11 8.3412 -5.9248 3.2052
C12 9.0460 -5.1106 2.1189
C13 8.3215 -3.7701 1.8953
O10 9.0864 -3.1146 0.8576
C14 8.5085 -1.8914 0.3667
N17 10.4157 -4.8947 2.4038
H39 8.7661 -6.9255 3.1269
H40 7.3000 -6.1452 2.9696
H41 8.3148 -5.5218 4.2177
H42 8.9764 -5.7368 1.2294
H43 8.2288 -3.2038 2.8219
H44 7.2873 -3.8753 1.5671
H45 9.2147 -1.3367 -0.2511
H46 8.0610 -1.2385 1.1160
H47 7.6819 -2.1335 -0.3014
H48 10.8024 -4.1771 1.8074
H49 11.0639 -5.6598 2.2827
C15 0.2829 3.5041 9.4282
C16 0.5871 3.9770 8.0213
C17 -0.3030 3.3620 6.9422
O11 0.1182 3.8514 5.6743
C18 -0.6560 3.2038 4.6659
N18 0.3020 5.4163 8.0656
H50 -0.7830 3.5882 9.6401
H51 0.7919 4.1508 10.1430
H52 0.5767 2.4696 9.6058
H53 1.6554 3.8966 7.8203
H54 -1.3534 3.5956 7.1155
H55 -0.2595 2.2820 7.0831
H56 -1.7242 3.4205 4.6568
H57 -0.4655 2.1404 4.8106
H58 -0.3745 3.4831 3.6506
H59 -0.6606 5.5298 8.3494
H60 0.3997 5.8516 7.1595
C19 -4.1207 4.3971 -6.6912
C20 -5.4053 4.1806 -5.9446
C21 -5.7783 2.7366 -5.8921
O12 -4.8934 1.9474 -5.2645
C22 -5.2792 0.5320 -5.2271
N19 -5.1994 4.8760 -4.6360
H61 -3.2958 3.7549 -6.3824
H62 -3.6895 5.3884 -6.5514
H63 -4.2489 4.2616 -7.7651
H64 -6.2160 4.7154 -6.4393
H65 -5.8042 2.4510 -6.9437
H66 -6.7726 2.4838 -5.5239
H67 -5.5022 0.1901 -6.2377
H68 -6.1463 0.3263 -4.5995
H69 -4.4862 -0.1151 -4.8523
H70 -6.0312 4.7886 -4.0699
H71 -4.4314 4.5021 -4.0970
C23 -1.8016 -0.9739 -0.5619
C24 -0.9768 0.2998 -0.2824
C25 0.2916 0.4900 -1.0681
O13 1.1640 -0.6456 -0.9241
C26 1.9081 -0.7021 0.3269
N20 -1.8576 1.3889 -0.4616
H72 -2.3634 -0.8233 -1.4837
H73 -2.5087 -1.1553 0.2476
H74 -1.0905 -1.8000 -0.5617
H75 -0.6201 0.2979 0.7476
H76 0.7592 1.4387 -0.8047
H77 0.1730 0.5722 -2.1485
H78 2.8769 -1.2009 0.2970
H79 1.3256 -1.3247 1.0061
H80 2.0138 0.3307 0.6588
H81 -2.2259 1.4121 -1.4018
H82 -1.2971 2.2168 -0.3186
C27 -2.9819 -7.9629 3.1950
C28 -3.6982 -8.1856 1.9072
C29 -2.7172 -8.2512 0.7154
O14 -1.9554 -7.0355 0.7196
C30 -0.7912 -7.0573 -0.0012
N21 -4.4520 -9.4163 2.0082
H83 -2.2439 -7.1709 3.3222
H84 -2.3813 -8.8467 3.4103
H85 -3.5605 -8.0264 4.1166
H86 -4.4109 -7.3977 1.6638
H87 -3.0942 -8.4533 -0.2872
H88 -2.0433 -9.0976 0.8480
H89 0.0010 -6.4396 0.4220
H90 -1.0911 -6.6157 -0.9516
H91 -0.3525 -8.0269 -0.2370
H92 -3.8098 -9.9886 2.5375
H93 -4.3853 -9.8142 1.0823

Properties
Gap between HOMO and LUMO ... 8.566 eV
Lowest unoccupied orbital energy ... -0.327 eV
Calculated total energy ... -92572.6864 eV

Here are the Löwdin charges for atoms 1 to 8, given in e: atom 1 (C): -0.059, atom 2 (C): -0.380, atom 3 (O): -0.052, atom 4 (H): 0.059, atom 5 (H): 0.064, atom 6 (H): 0.067, atom 7 (H): 0.109, atom 8 (H): 0.102

Entry 6:
The following is a quantum chemistry calculation of a cluster of 2 separate species, C6H8N2O2 in total, from the OMol25 dataset.

Element x y z (Å)
O1 3.2664 -0.5308 1.2011
C1 2.3996 -0.2074 0.2766
C2 2.0472 1.0990 -0.3824
C3 0.7710 1.2285 -0.8395
N1 -0.1114 0.1892 -0.9136
C4 0.3359 -1.1892 -0.6244
O2 -0.5138 -2.0894 -0.7181
N2 1.5324 -1.2279 -0.0358
H1 2.7865 1.9612 -0.4758
H2 0.5307 2.3018 -0.9915
H3 -1.1235 0.2942 -1.2290
H4 1.9422 -2.0847 0.2049
C5 -1.8364 -0.3677 0.5318
C6 -2.7225 0.4410 1.0406
H5 -1.0498 -0.8419 1.0969
H6 -2.0123 -0.6866 -0.5401
H7 -2.7294 0.9341 2.0287
H8 -3.5129 0.7765 0.3694

Properties
Gap between HOMO and LUMO ... 9.501 eV
Lowest unoccupied orbital energy ... 0.303 eV
SMILES string ... O=c1cc[nH]c(=O)[nH]1.C=C
Calculated total energy ... -13424.4304 eV

Here are the Löwdin charges for atoms 1 to 8, given in e: atom 1 (O): -0.014, atom 2 (C): -0.355, atom 3 (C): -0.002, atom 4 (C): -0.102, atom 5 (N): 0.055, atom 6 (C): -0.460, atom 7 (O): 0.024, atom 8 (N): 0.194